Model a:
Formula: C19H22N2O2
Source: OMol25
Level of theory: ωB97M-V with the def2-TZVPD basis set

Geometry as XYZ:
```
45
Properties=species:S:1:pos:R:3
C -6.13264 -0.09592 -0.85348
C -4.93755 0.47253 -0.14791
C -5.09616 1.54478 0.72009
C -4.00570 2.09440 1.36550
C -2.74777 1.55592 1.17497
C -2.56808 0.47043 0.32338
C -3.66639 -0.05856 -0.36826
C -3.47553 -1.16393 -1.36430
H -2.42543 -1.25098 -1.62662
H -4.04587 -0.95876 -2.26814
H -3.81984 -2.11908 -0.96634
N -1.29463 -0.10285 0.10159
C -0.13705 0.74830 0.26093
C 1.05208 0.08908 -0.45258
N 1.29076 -1.22136 0.10217
C 2.34681 -1.57845 0.87547
O 2.35439 -2.60905 1.52815
C 3.54425 -0.70185 0.85600
C 4.20992 -0.37175 -0.25581
C 5.45017 0.35407 -0.27060
C 6.23648 0.73840 -1.33209
C 7.33887 1.42523 -0.78241
C 7.14905 1.41285 0.56719
O 6.01666 0.77290 0.88563
H 7.73021 1.81276 1.37460
H 8.15761 1.86556 -1.31341
H 6.04453 0.54851 -2.36837
H 3.83848 -0.65557 -1.23116
H 3.96205 -0.47407 1.82642
C 0.12010 -2.07330 0.06205
C -1.06189 -1.38526 0.74350
H -0.82952 -1.25306 1.81424
H -1.95424 -2.00432 0.66186
H -0.12540 -2.27693 -0.98593
H 0.36836 -3.00617 0.57021
H 1.93881 0.71157 -0.34047
H 0.81433 -0.01618 -1.51731
H -0.34206 1.71917 -0.19396
H 0.13640 0.89745 1.32045
H -1.90496 1.97619 1.70205
H -4.13567 2.93525 2.03097
H -6.08167 1.95590 0.88429
H -6.19396 -1.17281 -0.70495
H -6.07115 0.08993 -1.92596
H -7.04715 0.35901 -0.48166
```

Summary:
Spin multiplicity: 1
Gap between HOMO and LUMO (eV): 8.7
Lowest unoccupied orbital energy (eV): 0.490



Model b:
Formula: C19H22N2O2
Source: OMol25
Level of theory: ωB97M-V with the def2-TZVPD basis set

Geometry as XYZ:
```
45
Properties=species:S:1:pos:R:3
O -3.04110 0.89202 -4.18839
N 2.28945 -1.09287 2.10495
O 1.90262 -2.01430 -0.00998
C 1.05088 -0.79487 1.69934
C -1.23820 1.49657 4.44065
C -1.62101 1.51090 3.08024
C -0.14134 0.69011 5.00733
C -0.96914 0.58603 2.25778
C 0.59708 0.06195 4.09867
C 0.54292 0.55640 -1.14893
C -1.10096 -1.06013 -1.18881
C -0.15314 1.20625 -2.21098
C -1.84616 -0.42676 -2.14289
C 0.21483 -0.08791 2.68667
C 0.01370 -0.59505 -0.61190
C -1.40495 0.75412 -2.60744
C 0.70499 -1.49443 0.40167
C 4.00809 -1.88835 0.66754
C 2.44292 -3.51037 1.66545
C 2.70041 -2.11309 1.10970
C -2.92917 2.67632 -3.10303
C -1.42854 1.92486 -4.74826
N -2.21740 1.52911 -3.64518
H -1.61535 2.31364 5.00299
H -2.36122 2.27009 2.81026
H 0.26759 0.76153 6.06060
H -1.36632 0.65412 1.30928
H 1.58821 -0.22310 4.34715
H 1.55458 0.66271 -0.89853
H -1.48114 -1.99798 -0.77458
H 0.34876 2.04451 -2.62251
H -2.78461 -0.72179 -2.42264
H 0.03098 -2.30680 0.54616
H 4.21744 -0.80989 0.57377
H 4.32414 -2.41057 -0.20707
H 4.68576 -2.26318 1.35396
H 3.37633 -3.90708 2.16269
H 1.60735 -3.60439 2.44138
H 2.36418 -4.26500 0.81192
H -2.41359 3.08127 -2.24131
H -3.07264 3.46283 -3.79134
H -3.99445 2.41560 -2.90741
H -0.95970 1.00401 -5.20649
H -2.09192 2.40754 -5.61752
H -0.60118 2.62545 -4.34496
```

Summary:
Spin multiplicity: 1
Gap between HOMO and LUMO (eV): 8.3
Lowest unoccupied orbital energy (eV): 0.062



It is model b that is the least stable of them.



Model a:
Formula: C3H6NO2S
Source: OMol25
Level of theory: ωB97M-V with the def2-TZVPD basis set

Geometry as XYZ:
```
13
Properties=species:S:1:pos:R:3
C 1.79294 -2.23984 -0.01736
C -1.72771 0.54146 -0.43639
C -0.69539 0.63751 0.70486
N 1.13006 -1.33765 -0.11927
O 2.28322 0.97785 0.82162
O 1.17308 0.91919 -1.50336
S 1.01599 0.58776 -0.11900
H 2.47153 -3.03252 0.14427
H -1.28537 0.54974 -1.33296
H -2.27068 -0.47304 -0.43795
H -2.53321 1.38454 -0.41510
H -0.54370 -0.15322 1.47755
H -0.81076 1.63822 1.23310
```

Summary:
Spin multiplicity: 1
Gap between HOMO and LUMO (eV): 10.0
Lowest unoccupied orbital energy (eV): -6.095
Charge: +1



Model b:
Formula: C3H6NO2S
Source: OMol25
Level of theory: ωB97M-V with the def2-TZVPD basis set

Geometry as XYZ:
```
13
Properties=species:S:1:pos:R:3
C 2.63875 1.89646 2.14537
C -1.84087 -0.09616 -0.98136
C -1.79297 -1.22176 -1.75014
N 1.87639 1.68714 1.32643
O 1.55657 -0.74863 -0.20864
O -0.16708 -0.02113 1.48816
S 0.47176 0.35526 0.31808
H 3.06203 2.37150 2.96800
H 1.75420 -1.68354 0.00861
H -1.86855 0.93519 -1.22454
H -2.21503 -0.24788 0.03983
H -1.44901 -1.08025 -2.87839
H -2.02619 -2.14621 -1.25142
```

Summary:
Spin multiplicity: 1
Gap between HOMO and LUMO (alpha / beta) (eV): 8.4 / 8.4
Lowest unoccupied orbital energy (alpha / beta) (eV): -5.797 / -5.797
Charge: +1



It is model a that is the least stable of them.